(1)
The following is a quantum chemistry calculation of one molecule with the formula C22H18N4O3S at a distorted geometry, from the Open Molecules 2025 dataset.

Last column: Mulliken charge in e.
Cartesian coordinates (Å):
O 3.127 -0.225 3.061  -0.6465
C 2.372 0.027 2.094  0.4614
C 0.896 0.248 2.307  0.4897
C 0.271 -0.276 3.472  -0.5976
C -1.044 0.047 3.781  -0.6412
C -1.867 0.750 2.863  0.5046
O -3.200 0.923 3.202  -0.4364
C -4.116 1.082 2.200  0.2116
N -4.732 2.278 2.193  -0.6065
C -5.573 2.496 1.182  -0.3066
C -5.777 1.579 0.124  -0.3974
N -5.210 0.378 0.141  -0.6691
C -4.370 0.098 1.157  0.5159
N -3.727 -1.138 1.147  0.4525
C -3.739 -2.105 2.241  -0.6254
C -2.409 -2.947 2.254  -0.2034
O -2.087 -3.465 0.957  -0.4161
C -1.974 -2.389 0.001  -0.3367
C -3.291 -1.652 -0.173  -0.6758
C -1.277 1.274 1.701  -0.5010
C 0.098 1.047 1.420  -0.3686
C 2.986 0.148 0.754  0.2017
N 2.372 0.023 -0.423  -0.3582
C 3.224 0.159 -1.517  -0.0068
C 2.816 0.103 -2.857  -0.6356
C 3.813 0.264 -3.832  -0.3952
C 5.176 0.453 -3.473  -0.5814
C 5.528 0.534 -2.116  -0.3742
C 4.540 0.425 -1.146  0.6839
S 4.737 0.468 0.576  -0.2073
H 0.818 -0.845 4.200  0.4971
H -1.510 -0.324 4.692  0.4048
H -6.095 3.463 1.111  0.3723
H -6.423 1.851 -0.667  0.4513
H -3.888 -1.588 3.207  0.3813
H -4.531 -2.814 2.060  0.3989
H -1.562 -2.368 2.593  0.0999
H -2.594 -3.811 2.928  0.3239
H -1.177 -1.694 0.322  0.1353
H -1.737 -2.766 -0.994  0.3518
H -3.133 -0.848 -0.906  0.3980
H -4.054 -2.335 -0.557  0.2791
H -1.894 1.868 1.036  0.4867
H 0.440 1.397 0.445  0.3650
H 1.754 -0.078 -3.048  0.4432
H 3.518 0.147 -4.888  0.3326
H 5.938 0.536 -4.240  0.3835
H 6.542 0.700 -1.764  0.3612

Values from the calculation:
Frontier orbital gap = 7.39 eV
Largest force on an atom = 3.52 eV/A
Energy above the lowest of the compared OMol25 structures with the same formula, charge and spin = 68.23 kcal per mole
LUMO level = -0.9 eV
Structure (SMILES) = O=C(c1ccc(Oc2nccnc2N2CCOCC2)cc1)c1nc2ccccc2s1

(2)
The following is a quantum chemistry calculation of C22H18N4OPd as an isolated structure, from the Open Molecules 2025 dataset.

Last column: Mulliken charge in e.
Cartesian coordinates (Å):
Pd -0.912 -0.053 -0.026  0.5116
C 1.530 -1.051 -3.391  -1.0832
C 0.612 -1.067 -2.210  0.3145
N 0.398 0.087 -1.451  -0.0588
N 0.698 1.328 -1.899  -0.5488
C 0.148 2.234 -1.144  0.3001
O -0.698 1.980 -0.155  -0.9377
C 0.483 3.649 -1.392  0.4739
C -0.091 4.643 -0.593  -0.5104
C 0.201 5.988 -0.800  -0.5046
C 1.066 6.381 -1.811  -0.4093
C 1.641 5.396 -2.615  -0.5122
C 1.358 4.057 -2.409  -0.2662
C -0.017 -2.169 -1.738  0.3379
C 0.145 -3.521 -2.247  -0.9739
C -0.559 -4.550 -1.725  -0.1634
C -1.479 -4.326 -0.644  -1.0500
C -1.576 -3.042 -0.162  0.0164
N -0.918 -1.987 -0.640  -0.1237
H 1.825 -0.023 -3.603  0.3162
H 1.054 -1.459 -4.289  0.2296
H 2.445 -1.635 -3.220  0.2110
H -0.769 4.326 0.189  0.3707
H -0.258 6.736 -0.162  0.3468
H 1.292 7.429 -1.972  0.3392
H 2.323 5.679 -3.411  0.3357
H 1.806 3.290 -3.029  0.4147
H 0.854 -3.690 -3.051  0.2294
H -0.416 -5.552 -2.120  0.3577
H -2.058 -5.123 -0.197  0.3441
H -2.237 -2.823 0.670  0.3017
C -2.153 -0.007 1.780  -1.6173
C -1.275 -0.758 2.639  1.1224
C -1.621 -2.037 3.142  -0.5064
C -0.760 -2.779 3.921  -0.4801
C 0.488 -2.274 4.291  0.3743
C 0.843 -0.987 3.840  -0.6901
C -0.004 -0.260 3.048  -0.4345
C 1.354 -3.032 5.147  0.1485
N 2.051 -3.644 5.836  -0.6571
H -2.083 1.073 1.892  0.4504
H -3.176 -0.371 1.731  0.3279
H -2.598 -2.439 2.898  0.2668
H -1.059 -3.761 4.270  0.3697
H 1.805 -0.574 4.121  0.3869
H 0.298 0.716 2.690  0.3297

Values from the calculation:
Frontier orbital gap = 3.93 eV
Largest force on an atom = 0.50 eV/A
LUMO level = 5.0 eV
Net charge = -2

(3)
The following is a quantum chemistry calculation of C22H19AsClN4O6S4SeV as an isolated structure at a distorted geometry, from the Open Molecules 2025 dataset.

Last column: Löwdin spin population.
Cartesian coordinates (Å):
V -0.549 1.512 -0.243  2.0062
S 0.485 5.155 2.253  -0.0289
C -0.255 3.617 2.428  0.0006
S -1.738 3.286 3.200  0.0003
S 0.738 2.337 1.679  -0.0602
O 1.623 -2.513 -1.330  -0.0016
As 0.095 -1.617 -1.457  0.0045
O -1.254 -2.540 -1.258  0.0036
O 0.461 -0.153 -0.542  0.0290
C 0.254 -1.047 -3.393  0.0015
C 0.911 -1.975 -4.154  0.0002
C 1.153 -1.743 -5.499  0.0003
C 0.781 -0.463 -6.017  0.0001
C -0.054 0.393 -5.301  0.0004
C -0.277 0.114 -3.957  0.0018
S -0.836 1.519 -2.932  0.0049
O 0.307 2.154 -2.173  0.0106
O -1.489 2.428 -3.827  -0.0008
O -1.711 0.883 -1.896  0.0046
H 2.097 -2.252 -0.513  0.0000
H 1.274 -2.889 -3.667  0.0000
H 1.717 -2.398 -6.105  0.0000
H 1.114 -0.316 -7.049  0.0000
H -0.419 1.293 -5.717  0.0001
Cl -3.907 -3.037 0.410  -0.0005
C -2.925 -1.939 1.305  -0.0007
C -2.505 -2.164 2.628  0.0031
C -1.761 -1.196 3.234  -0.0005
C -1.358 -0.074 2.563  0.0014
N -1.695 0.120 1.279  -0.0043
C -2.418 -0.825 0.632  0.0034
H -2.910 -3.046 3.187  0.0002
H -1.534 -1.230 4.301  -0.0001
H -0.778 0.710 2.957  -0.0016
H -2.574 -0.746 -0.428  0.0005
N -3.824 2.465 0.228  0.0037
C -3.007 3.494 0.092  0.0042
C -3.510 4.810 0.348  -0.0012
C -2.737 5.902 0.041  0.0029
C -1.422 5.736 -0.225  -0.0005
C -0.900 4.435 -0.448  0.0085
N -1.678 3.346 -0.224  0.0011
H -4.779 2.453 -0.113  0.0001
H -3.393 1.550 0.314  0.0017
H -4.573 4.900 0.661  -0.0001
H -3.215 6.905 -0.036  0.0002
H -0.720 6.559 -0.332  -0.0002
H 0.121 4.157 -0.548  0.0013
Se 3.326 -2.227 1.821  -0.0001
C 4.285 -3.589 2.644  0.0000
C 3.683 -4.866 2.994  0.0000
C 4.458 -5.686 3.742  0.0000
N 5.775 -5.533 4.004  0.0000
C 6.305 -4.356 3.718  0.0000
C 5.602 -3.363 3.038  0.0000
H 2.673 -5.199 2.748  0.0000
H 4.068 -6.650 4.071  0.0000
H 7.342 -4.181 4.028  0.0000
H 6.061 -2.421 2.840  0.0000

Values from the calculation:
Frontier orbital gap (spin up / spin down) = 5.37 / 5.58 eV
Largest force on an atom = 4.05 eV/A
Energy above the lowest of the compared OMol25 structures with the same formula, charge and spin = 0.00 kcal per mole
LUMO level (spin up / spin down) = 3.7 / 3.9 eV
Spin multiplicity = 3
Net charge = -2
⟨S²⟩ = 2.04

(4)
The following is a quantum chemistry calculation of C22H19BrIN3O2RuS2 as an isolated structure at a distorted geometry, from the Open Molecules 2025 dataset.

Last column: Löwdin spin population.
Cartesian coordinates (Å):
Ru 0.185 -0.040 -0.182  0.7180
C -3.620 -2.622 2.256  0.0015
S -2.297 -3.625 1.554  0.0008
C -1.258 -2.448 0.821  0.0119
S -1.624 -0.730 0.942  0.1106
N -0.239 -2.945 0.189  0.0194
N 0.537 -1.978 -0.388  -0.0072
C 1.598 -2.337 -1.014  0.0060
C 2.398 -1.272 -1.610  0.0032
C 3.561 -1.516 -2.322  0.0001
C 4.264 -0.444 -2.846  0.0030
C 3.786 0.842 -2.648  0.0017
C 2.615 1.013 -1.931  0.0016
N 1.936 -0.013 -1.422  0.0098
H -4.305 -3.339 2.707  0.0000
H -4.139 -2.065 1.479  -0.0002
H -3.248 -1.953 3.026  0.0013
H 1.868 -3.384 -1.086  -0.0002
H 3.904 -2.533 -2.457  -0.0001
H 5.176 -0.610 -3.403  0.0001
H 4.307 1.704 -3.040  0.0001
H 2.200 1.997 -1.751  -0.0001
C 0.377 4.217 0.741  -0.0009
C 0.671 2.750 0.857  -0.0007
O -0.026 1.997 0.150  0.0109
C 1.689 2.267 1.764  0.0120
C 2.421 3.201 2.537  -0.0009
C 3.341 2.802 3.466  0.0138
C 3.551 1.429 3.668  -0.0022
C 2.867 0.495 2.935  0.0113
C 1.942 0.886 1.948  -0.0028
O 1.406 -0.107 1.264  0.0733
H -0.444 4.359 0.044  0.0000
H 1.256 4.754 0.381  -0.0002
H 0.108 4.636 1.710  -0.0002
H 2.238 4.257 2.394  -0.0004
H 3.891 3.530 4.045  0.0008
H 4.264 1.101 4.413  -0.0004
H 3.023 -0.565 3.078  0.0005
Br -1.836 -2.780 -3.237  0.0001
C -3.231 -1.824 -2.405  0.0000
C -4.406 -2.504 -2.111  0.0002
C -5.469 -1.833 -1.527  -0.0004
C -5.369 -0.481 -1.235  0.0004
C -4.197 0.202 -1.518  0.0006
C -3.133 -0.474 -2.096  0.0042
I -1.372 0.607 -2.414  -0.0003
H -4.482 -3.555 -2.351  0.0000
H -6.381 -2.372 -1.308  0.0000
H -6.199 0.046 -0.785  0.0000
H -4.107 1.253 -1.281  0.0001

Values from the calculation:
Frontier orbital gap (spin up / spin down) = 7.22 / 6.62 eV
Largest force on an atom = 1.10 eV/A
Energy above the lowest of the compared OMol25 structures with the same formula, charge and spin = 2.77 kcal per mole
LUMO level (spin up / spin down) = -3.7 / -4.2 eV
Spin multiplicity = 2
Net charge = +1
⟨S²⟩ = 0.76

What is the largest force on an atom in the third record? 4.05 eV/A